Record 1
Density functional theory data (wB97M-V/def2-TZVPD) for C4H5NO2S in the gas phase in a non-equilibrium geometry.

Summary:
- Kohn-Sham gap: 0.3318 Ha
- HOMO energy: -8.410 eV
- Energy above the lowest of the compared OMol25 structures with the same formula, charge and spin: 76.4 kcal/mol
- Structure (SMILES): Cc1csn(O)c1=O

Geometry as ORCA input:
```
! RIJCOSX wB97M-V def2-TZVPD def2/J DEFGRID3
* xyz 0 1
C -0.473 0.100 -1.898
C -0.426 0.174 -0.435
C -1.310 0.657 0.435
S -0.923 0.431 2.113
N 0.500 -0.235 1.644
O 1.449 -0.657 2.574
C 0.774 -0.294 0.252
O 1.843 -0.701 -0.154
H -0.036 1.039 -2.154
H -1.448 0.232 -2.277
H 0.248 -0.754 -2.258
H -2.207 1.144 0.212
H 2.009 -1.137 1.947
*
```

---

Record 2
Density functional theory data (wB97M-V/def2-TZVPD) for 2 unconnected molecules or ions with the total composition C2H5NO2 in a non-equilibrium geometry.

Summary:
- Kohn-Sham gap (alpha / beta): 0.1035 / 0.2205 Ha
- HOMO energy (alpha / beta): 0.788 / -2.416 eV
- Energy above the lowest of the compared OMol25 structures with the same formula, charge and spin: 34.4 kcal/mol

Geometry as ORCA input:
```
! RIJCOSX wB97M-V def2-TZVPD def2/J DEFGRID3
* xyz -1 2
O -0.328 2.214 0.810
C -0.329 2.790 -0.343
H 0.237 3.685 -0.653
H -0.960 2.374 -1.156
C -0.031 -1.247 0.035
N 0.492 -2.470 0.431
O -0.274 -0.994 -1.113
H -0.235 -0.566 0.873
H 0.816 -2.616 1.380
H 0.612 -3.171 -0.265
*
```

---

Record 3
Density functional theory data (wB97M-V/def2-TZVPD) for a molecular structure, C29H69Ba2N2O10 in a non-equilibrium geometry.

Summary:
- Kohn-Sham gap: 0.1027 Ha
- HOMO energy: -13.472 eV

Geometry as ORCA input:
```
! RIJCOSX wB97M-V def2-TZVPD def2/J DEFGRID3
* xyz 3 1
Ba 8.201 13.185 -14.557
Ba 6.503 12.988 -19.055
O 4.018 11.365 -15.457
C 5.311 11.642 -15.502
O 5.734 12.214 -16.560
O 6.056 11.411 -14.522
H 3.873 10.696 -14.763
C 2.737 11.479 -20.715
C 2.993 10.920 -19.339
O 3.603 11.986 -18.578
H 3.609 11.945 -21.194
H 1.995 12.279 -20.713
H 2.371 10.715 -21.401
H 3.615 10.017 -19.349
H 2.077 10.543 -18.877
H 3.587 11.811 -17.626
C 0.757 10.150 -14.571
C -0.413 9.656 -15.411
O -1.278 8.901 -14.545
H 0.362 10.803 -13.787
H 1.390 10.802 -15.185
H 1.273 9.354 -14.036
H -0.104 8.957 -16.192
H -0.895 10.522 -15.867
H -1.342 8.022 -14.924
C 3.989 7.848 -15.539
C 5.276 8.075 -16.290
O 5.201 7.486 -17.579
H 3.137 8.061 -16.184
H 3.962 8.432 -14.616
H 3.872 6.807 -15.230
H 6.215 7.796 -15.799
H 5.391 9.174 -16.403
H 5.958 7.750 -18.107
C 6.941 14.883 -10.838
C 6.087 13.710 -11.233
O 6.854 12.804 -12.078
H 7.170 15.543 -11.689
H 7.857 14.641 -10.303
H 6.350 15.569 -10.227
H 5.204 14.075 -11.761
H 5.748 13.139 -10.367
H 6.281 12.062 -12.324
C 8.260 9.335 -13.193
C 9.243 9.978 -14.173
O 9.706 11.248 -13.642
H 7.638 8.569 -13.648
H 7.620 10.089 -12.729
H 8.829 8.909 -12.364
H 8.761 10.089 -15.150
H 10.096 9.312 -14.294
H 10.091 11.051 -12.776
C 4.701 9.725 -7.365
C 5.338 10.185 -8.699
C 6.033 8.992 -9.369
C 5.121 8.042 -10.114
C 4.319 8.850 -11.126
C 3.516 10.029 -10.527
N 4.329 10.771 -9.573
O 3.698 11.914 -9.053
C 3.132 10.916 -11.705
C 2.234 9.464 -9.869
C 6.411 11.209 -8.343
H 4.378 10.592 -6.779
H 5.391 9.207 -6.700
H 3.831 9.090 -7.529
H 6.809 9.419 -10.023
H 6.608 8.515 -8.573
H 4.472 7.555 -9.381
H 5.700 7.244 -10.578
H 3.623 8.165 -11.617
H 5.012 9.222 -11.894
H 4.066 11.442 -11.948
H 2.826 10.336 -12.572
H 2.461 11.735 -11.447
H 1.781 10.352 -9.418
H 1.526 9.082 -10.603
H 2.475 8.696 -9.142
H 7.319 10.817 -7.880
H 6.040 11.981 -7.667
H 6.789 11.733 -9.232
H 3.348 11.647 -8.187
C 4.668 18.668 -13.448
C 3.321 17.932 -13.423
C 2.360 18.654 -14.363
C 1.025 17.913 -14.430
C 1.274 16.575 -15.146
C 2.381 15.739 -14.453
N 3.509 16.598 -14.053
O 4.393 15.809 -13.245
C 1.717 15.052 -13.244
C 2.884 14.667 -15.390
C 2.789 17.950 -11.986
H 4.750 19.424 -12.675
H 4.825 19.181 -14.403
H 5.508 17.968 -13.440
H 2.099 19.648 -13.985
H 2.685 18.799 -15.395
H 0.209 18.472 -14.892
H 0.593 17.730 -13.444
H 1.523 16.882 -16.166
H 0.354 15.992 -15.136
H 0.916 14.355 -13.512
H 2.454 14.437 -12.724
H 1.208 15.767 -12.603
H 3.699 14.126 -14.883
H 2.132 13.907 -15.596
H 3.347 15.021 -16.318
H 2.906 18.969 -11.623
H 3.427 17.312 -11.366
H 1.780 17.602 -11.794
H 5.220 15.904 -13.722
*
```

---

Record 4
Density functional theory data (wB97M-V/def2-TZVPD) for C3H5N3 in the gas phase in a non-equilibrium geometry.

Summary:
- Kohn-Sham gap: 0.3774 Ha
- HOMO energy: -9.402 eV
- Energy above the lowest of the compared OMol25 structures with the same formula, charge and spin: 62.3 kcal/mol
- Structure (SMILES): Cc1c[nH]nn1

Geometry as ORCA input:
```
! RIJCOSX wB97M-V def2-TZVPD def2/J DEFGRID3
* xyz 0 1
C 0.529 1.423 0.659
C 0.288 -0.020 0.473
C 0.018 -0.319 -0.844
N -0.703 -1.448 -0.761
N -0.752 -1.894 0.497
N -0.116 -1.048 1.254
H 0.427 1.569 -0.479
H 1.307 1.743 1.378
H -0.379 1.977 0.885
H 0.629 -0.053 -1.696
H -1.249 -1.895 -1.477
*
```